--- 1 ---
ORCA calculation (ωB97M-V/def2-TZVPD) on 3 unconnected molecules or ions with the total composition C3H13NO3.

Values from the calculation:
* HOMO-LUMO gap: 0.36586 Ha
* E_HOMO: -9.25 eV
* LUMO energy: 0.704 eV

ORCA input file:
```
! wB97M-V def2-TZVPD RIJCOSX def2/J DEFGRID3
* xyz 0 1
C 0.09519 -0.00333 -1.72750
C 1.09099 -1.03566 -1.19201
N 1.70145 -0.66780 0.06589
C 1.07906 0.01538 1.15376
O 1.24174 1.45312 1.09413
H -0.41354 -0.43726 -2.58315
H 0.57502 0.92520 -2.04833
H -0.62745 0.26028 -0.95083
H 0.49945 -1.95188 -1.08580
H 1.87200 -1.19637 -1.92855
H 2.50059 -1.20906 0.32446
H 1.58502 -0.32502 2.04051
H 0.02352 -0.21283 1.23000
H 1.70687 1.56168 0.25431
O -1.41808 2.35794 0.14956
H -1.68127 2.99575 0.83080
H -0.45370 2.25877 0.27768
O -3.17815 -1.71988 1.73561
H -2.37485 -1.76763 1.20106
H -3.82384 -1.30141 1.15840
*
```



--- 2 ---
ORCA calculation (ωB97M-V/def2-TZVPD) on 4 unconnected molecules or ions with the total composition C3H13NO3.

Values from the calculation:
* HOMO-LUMO gap: 0.33833 Ha
* E_HOMO: -8.44 eV
* LUMO energy: 0.768 eV

ORCA input file:
```
! wB97M-V def2-TZVPD RIJCOSX def2/J DEFGRID3
* xyz 0 1
C -0.90218 -0.09116 -1.37478
C -1.83606 0.85091 -1.23918
C -1.53074 2.28722 -1.65402
N -3.09323 0.60958 -0.69978
H -0.96284 -1.13496 -1.08105
H 0.09923 0.02255 -1.75891
H -2.35577 2.74902 -2.19249
H -0.61410 2.23187 -2.23073
H -1.37623 2.86387 -0.74150
H -3.81987 1.19949 -1.06522
H -3.37107 -0.36068 -0.82590
O 2.36371 0.01917 0.01314
H 2.12880 0.25417 -0.89441
H 1.58536 -0.18860 0.55715
O 2.24665 -1.68193 6.96034
H 1.95062 -0.75424 6.97518
H 1.59503 -2.38764 6.87684
O 2.26133 -2.35917 -1.96231
H 3.07410 -2.30266 -2.46737
H 2.55726 -1.82680 -1.19500
*
```



--- 3 ---
ORCA calculation (ωB97M-V/def2-TZVPD) on 4 unconnected molecules or ions with the total composition C3H13NO3.

Values from the calculation:
* HOMO-LUMO gap: 0.29915 Ha
* E_HOMO: -8.02 eV
* LUMO energy: 0.116 eV

ORCA input file:
```
! wB97M-V def2-TZVPD RIJCOSX def2/J DEFGRID3
* xyz 0 1
C -0.88837 -1.27071 -0.52172
C -0.75604 -0.11394 -1.14827
C -1.04887 0.29696 -2.51111
N -0.22443 0.94172 -0.36837
H -0.44990 -1.52366 0.36273
H -1.43201 -2.13859 -1.00139
H -0.11526 0.42440 -3.04858
H -1.72676 1.15372 -2.57782
H -1.52130 -0.58589 -2.98433
H 0.32026 1.73211 -0.73146
H -0.12119 0.72352 0.57668
O 1.19030 -0.62832 1.48849
H 2.05339 -0.47577 1.27596
H 1.17213 -1.11769 0.64518
O 3.08811 0.64742 0.04898
H 3.38326 1.45708 0.54595
H 3.94847 0.49533 -0.49002
O -2.29146 -0.03286 2.34918
H -2.22855 0.28962 1.49691
H -1.44736 -0.38992 2.50226
*
```



--- 4 ---
ORCA calculation (ωB97M-V/def2-TZVPD) on 3 unconnected molecules or ions with the total composition C3H13NO3.

Values from the calculation:
* HOMO-LUMO gap: 0.37434 Ha
* E_HOMO: -9.43 eV
* LUMO energy: 0.758 eV

ORCA input file:
```
! wB97M-V def2-TZVPD RIJCOSX def2/J DEFGRID3
* xyz 0 1
N -1.51318 -1.94843 -0.12943
C -0.58036 -0.83814 -0.13611
C -0.17187 -0.44690 1.29649
C 0.34659 0.96557 1.46294
O 1.67529 1.11344 0.97142
H -1.09842 -2.85700 -0.02794
H -2.17558 -1.91035 -0.88287
H 0.30842 -1.01701 -0.75051
H -1.05902 0.01733 -0.61809
H 0.58409 -1.18299 1.57348
H -1.06078 -0.58834 1.88040
H 0.30129 1.28862 2.49343
H -0.24611 1.65065 0.85455
H 2.22082 0.33930 1.13588
O -4.83505 -0.87974 0.55133
H -3.87796 -0.92913 0.66864
H -5.15341 -0.44195 1.34664
O 5.72969 2.63159 -3.65080
H 4.78243 2.70417 -3.47923
H 5.82313 2.32931 -4.56021
*
```



Top of the stability list: 1, leading by 2.1 kcal/mol.



--- 1 ---
ORCA calculation (ωB97M-V/def2-TZVPD) on 2 unconnected molecules or ions with the total composition CH3NSi.

Values from the calculation:
* HOMO-LUMO gap (alpha / beta): 0.26089 / 0.26086 Ha
* E_HOMO (alpha / beta): -9.89 / -9.89 eV
* LUMO energy (alpha / beta): -2.796 / -2.796 eV

ORCA input file:
```
! wB97M-V def2-TZVPD RIJCOSX def2/J DEFGRID3
* xyz 0 1
C -1.87934 0.81175 -0.28910
N -2.54138 1.74961 -0.18540
Si 0.97781 -0.50190 0.13718
H 1.07949 -0.54619 -1.31157
H 2.13068 0.03719 0.83911
H 0.23275 -1.55046 0.80979
*
```



--- 2 ---
ORCA calculation (ωB97M-V/def2-TZVPD) on a single CH3NSi molecule.

Values from the calculation:
* HOMO-LUMO gap: 0.47300 Ha
* E_HOMO: -12.11 eV
* LUMO energy: 0.761 eV

ORCA input file:
```
! wB97M-V def2-TZVPD RIJCOSX def2/J DEFGRID3
* xyz 0 1
N -2.34968 -0.02191 -0.07652
C -1.22502 0.07113 0.10566
Si 0.61968 -0.01242 0.00786
H 0.78918 1.09303 -0.81341
H 1.25555 0.23613 1.30020
H 0.91029 -1.36595 -0.52379
*
```



Top of the stability list: 2, leading by 88.8 kcal/mol.